(1)
Computed, not measured: an isolated molecule of C5H8Cl2N2O2S in a non-equilibrium geometry, with ωB97M-V with the def2-TZVPD basis set.

Geometry as XYZ:
```
20
Properties=species:S:1:pos:R:3:forces:R:3:mulliken_charge:R:1
C 1.00364 -0.22379 0.24931 3.792 5.732 -2.074 -0.361
C 0.69184 0.91300 -0.56725 -0.306 -1.839 1.311 0.837
C -0.63257 1.18508 -0.76925 -1.174 1.819 0.117 -0.568
C 1.76258 1.67670 -1.32093 -3.421 1.882 1.223 -1.170
C 0.60416 -2.18547 1.30991 -1.182 -2.089 0.629 -0.731
N 0.13171 -1.15407 0.41372 -0.485 -5.384 1.960 0.410
N -1.01518 -1.15443 -0.24488 -0.094 -0.852 -1.483 -0.485
O -2.57603 2.35555 0.40323 0.031 -0.056 0.204 -0.604
O -1.63773 0.38529 1.61015 -0.700 0.743 -1.050 -0.525
S -2.00705 1.03940 0.35992 2.189 1.496 1.627 1.065
Cl -1.76155 -2.63162 -0.53265 0.451 -0.522 0.247 -0.084
Cl -3.35290 -0.00776 -0.57006 -1.954 -0.604 -0.907 -0.173
H 2.00639 -0.34775 0.75054 -1.241 0.025 -0.909 0.285
H -0.92828 2.00127 -1.42313 0.121 -0.112 -0.151 0.313
H 2.33428 0.90301 -1.71371 1.753 -0.546 -1.089 0.399
H 2.21798 2.32275 -0.51554 0.109 -0.366 -1.496 0.287
H 1.10024 2.24832 -2.10027 2.092 -0.666 1.224 0.273
H -0.14716 -3.04909 1.22869 1.435 1.140 0.458 0.187
H 1.67474 -2.56536 1.14318 -1.599 0.743 -0.215 0.258
H 0.53089 -1.71102 2.28903 0.183 -0.545 0.374 0.387
```
Forces are in eV/Å.

As for the spin multiplicity: 3. The LUMO energy (alpha / beta) comes out at 0.52 / -1.91 eV. The calculation puts the molar mass at 231.10 g mol⁻¹. Its expectation value of S² is 2.026. As for the frontier orbital gap (alpha / beta): 0.261 / 0.279 hartree.

---

(2)
Computed, not measured: an isolated molecule of C4H6N2O in a non-equilibrium geometry, with ωB97M-V with the def2-TZVPD basis set.

Geometry as XYZ:
```
13
Properties=species:S:1:pos:R:3:forces:R:3:mulliken_charge:R:1
C 0.84705 -0.34610 1.18223 0.164 0.016 0.301 -1.112
C -0.15012 0.80030 1.10760 0.067 -0.198 0.266 -0.245
O -0.37508 1.29160 -0.22893 0.093 -0.297 -0.249 -0.365
C -0.54069 0.42455 -1.22430 -0.175 0.009 -0.413 0.652
N -0.96671 0.78145 -2.36075 0.102 0.058 0.172 -0.659
C -0.21924 -0.99975 -1.09696 -0.156 -1.167 -0.680 0.347
N -0.04074 -2.13378 -1.24186 -0.298 0.871 -0.112 -0.430
H 1.83904 -0.01496 0.86645 -0.013 -0.022 0.227 0.290
H 0.86320 -0.76277 2.18401 0.244 0.369 0.393 0.363
H 0.59396 -1.21357 0.58460 0.091 0.323 0.471 0.350
H 0.23034 1.67518 1.64214 -0.092 -0.188 -0.101 0.243
H -1.12158 0.54204 1.54484 0.122 -0.079 -0.111 0.298
H -0.95943 -0.04419 -2.95907 -0.149 0.303 -0.163 0.270
```
Forces are in eV/Å.

As for the spin multiplicity: 1. The SMILES is [H]/N=C(\C#N)OCC. The LUMO energy comes out at 0.46 eV. The calculation puts the molar mass at 98.10 g mol⁻¹. As for the energy relative to the best compared isomer or geometry (same formula, charge and spin): 53.29 kcal per mole. As for the frontier orbital gap: 0.411 hartree.

---

(3)
Computed, not measured: C29H30N4O5S as an isolated structure in a non-equilibrium geometry, with ωB97M-V with the def2-TZVPD basis set.

Geometry as XYZ:
```
69
Properties=species:S:1:pos:R:3:forces:R:3:mulliken_charge:R:1
C 5.87096 0.36756 2.75947 6.273 1.006 -11.764 -1.470
H 6.81316 -0.27513 2.39480 -1.883 1.029 1.251 0.217
H 5.38787 -0.07340 3.38919 -5.654 -5.205 7.097 0.582
H 6.26697 1.24295 3.09843 0.784 2.628 0.749 0.500
C 5.01426 0.55399 1.29136 -4.403 1.528 13.262 -1.271
N 4.40090 -0.52782 0.82383 -0.193 -2.531 -0.083 0.710
C 3.28944 -1.26064 1.36740 4.536 -0.491 -10.983 0.683
O 2.90145 -2.05394 0.45336 -0.908 0.156 3.777 -0.712
C 2.62311 -0.69704 2.40683 -2.806 1.578 5.488 -0.771
H 3.01084 0.21131 2.86908 -0.152 0.601 -1.226 0.378
H 2.77204 -1.29163 3.27950 -0.684 -1.271 0.722 0.496
O 1.17313 -0.63172 2.13624 4.305 -7.314 9.483 -0.181
C 0.91654 -0.08679 1.14520 -1.322 13.409 -9.143 0.503
O 1.65950 0.97612 0.76658 -2.602 -4.911 0.095 -0.621
C -0.52902 -0.15347 0.74956 -0.995 0.613 1.510 0.683
C -0.99787 -1.46172 0.73123 5.295 -0.897 -2.257 -1.110
C -2.20041 -1.85058 0.20354 -2.995 11.510 1.904 0.413
N -3.18032 -0.78667 0.07970 4.201 2.178 -0.187 -0.336
C -2.65318 0.61092 0.20695 -4.474 -6.015 1.178 -0.049
N -3.52465 1.69272 0.31791 -0.235 -2.651 -3.064 0.894
N -2.79253 2.70148 0.47280 1.885 5.805 3.649 -1.189
C -1.65680 2.39319 1.02171 2.726 -0.518 -0.766 0.111
C -1.46071 1.00150 0.75798 1.629 -2.701 -0.750 0.359
C -0.54378 3.28338 1.49393 -0.476 2.464 -11.620 -1.103
H -0.80795 4.42717 0.91644 1.046 -3.136 2.778 0.268
H -0.20118 3.11041 2.37308 1.619 -0.138 6.138 0.490
H 0.45407 2.85929 0.77586 -2.752 1.395 2.017 0.089
C -4.79846 1.98105 -0.18955 -1.317 -8.843 -1.086 0.608
C -5.49233 3.04206 0.08917 6.946 4.789 2.753 -0.245
C -6.70277 3.22765 -0.29250 -7.147 5.880 -0.903 -0.564
C -7.50041 2.32678 -0.89229 0.442 -4.135 -0.476 0.836
C -6.94953 0.94106 -1.10266 3.059 3.738 2.821 -0.909
C -5.56273 0.79904 -0.62157 -1.991 -1.743 -2.594 0.043
H -5.16313 -0.33996 -0.77419 -0.480 3.464 0.719 0.055
H -7.53591 0.07208 -1.34667 -0.135 0.066 -0.306 0.348
C -8.90173 2.63233 -1.18998 -0.617 -7.193 -4.759 -1.215
H -8.98354 2.68905 -2.45816 -0.411 0.115 3.759 0.218
H -9.53006 1.54836 -0.79408 1.550 2.992 -1.677 0.219
H -9.39898 3.29070 -0.64185 -1.614 3.616 1.846 0.503
H -7.29408 4.37491 -0.15893 2.089 -3.411 -0.119 0.053
H -4.73038 3.81399 0.51100 -2.141 -0.629 -0.405 0.297
C -2.81204 -2.97856 0.06501 0.061 -12.931 -4.428 0.849
C -4.12008 -3.42616 -0.02709 3.402 0.811 0.890 -0.455
C -4.50999 -4.79711 -0.33960 1.628 7.658 1.624 -0.864
C -3.66557 -5.55309 -0.87533 7.212 -5.311 -1.377 -0.430
C -2.06395 -5.35501 -0.94504 -9.939 6.304 3.693 -0.800
C -1.69294 -4.12852 -0.57776 -0.745 1.877 1.728 -0.338
H -0.59971 -3.92234 -0.70980 -1.127 0.470 0.413 0.140
H -1.48959 -5.94007 -1.38601 4.819 -5.622 -3.742 0.650
H -4.03350 -6.54349 -0.99646 0.121 -0.979 -0.921 0.333
H -5.48131 -4.85490 -0.31521 -5.186 -1.528 0.212 0.540
H -4.68919 -2.58694 0.23630 -2.071 0.426 0.409 0.553
H -0.04238 -2.17877 0.64280 -2.555 0.977 0.716 0.049
C 5.04347 -0.97341 -0.42087 -1.707 -1.489 -1.261 -0.210
C 6.52458 -0.55732 -0.68039 -16.958 6.002 -4.981 -2.156
H 6.92084 -1.08143 -1.28188 5.023 -7.016 -8.423 0.891
H 7.00298 -0.42695 0.01480 8.921 2.932 13.271 0.842
S 6.19584 1.12411 -1.62889 4.258 2.964 7.855 1.147
O 6.74874 2.28885 -0.81007 -3.264 -2.476 -0.759 -0.696
O 7.05508 0.98828 -2.67389 2.953 -1.444 -7.187 -0.679
C 4.52452 1.05389 -1.95412 -0.717 -0.055 7.826 -0.778
C 4.16926 -0.34147 -1.58650 -0.090 -2.111 -1.031 -0.847
H 3.11283 -0.47097 -1.51338 -0.864 0.351 1.364 0.320
H 4.20898 -0.92101 -2.47917 1.171 -0.994 -0.916 0.522
H 4.05599 1.65030 -1.06068 0.761 -0.312 -1.827 0.190
H 4.26110 1.42825 -2.81922 -1.209 1.709 -4.506 0.841
H 4.87621 -2.08238 -0.45622 0.373 1.031 -0.175 0.659
H 4.22022 1.51388 1.84823 1.198 -2.777 -1.889 0.066
H 5.47868 1.20873 0.82063 4.531 4.708 -5.403 0.849
```
Forces are in eV/Å.

As for the spin multiplicity: 1. The LUMO energy comes out at -1.07 eV. The calculation puts the molar mass at 546.65 g mol⁻¹. As for the energy relative to the best compared isomer or geometry (same formula, charge and spin): 573.62 kcal per mole. As for the frontier orbital gap: 0.254 hartree.

---

(4)
Computed, not measured: a 4-piece molecular cluster, C3H14NO3 overall in a non-equilibrium geometry, with ωB97M-V with the def2-TZVPD basis set.

Geometry as XYZ:
```
21
Properties=species:S:1:pos:R:3:forces:R:3:mulliken_charge:R:1
C 0.78857 1.98558 -0.51459 1.432 2.330 -0.892 -0.870
C 0.02102 2.06903 0.77709 0.480 -0.461 -0.510 -0.330
C -1.83572 0.58825 0.58190 -0.379 -1.569 0.263 -0.196
N -0.61079 0.74104 0.87028 -0.690 -0.542 1.084 0.047
H 1.88300 2.10017 -0.39981 -0.677 0.291 0.034 0.324
H 0.69206 1.13539 -1.08460 -0.391 -2.639 -0.470 0.183
H 0.41369 2.66527 -1.26554 0.127 1.031 0.118 0.373
H 0.80625 2.14926 1.51726 -0.567 0.153 0.786 0.266
H -0.73227 2.89613 0.80187 0.634 -0.969 0.222 0.344
H -2.30290 -0.39977 0.57511 0.599 0.014 0.113 0.248
H -2.53781 1.35620 0.32661 0.304 0.928 -0.035 0.260
H -0.00814 -0.14380 1.07277 -0.936 1.556 -0.893 0.349
H 1.30872 -1.87739 0.23076 0.826 -1.682 1.165 0.294
H 0.88428 -1.43274 -1.16481 -0.060 0.489 0.429 0.345
O 0.96146 -1.14524 -0.21884 -0.713 1.072 -1.033 -0.616
H -0.88740 -2.37723 3.12237 -2.962 1.025 4.467 0.274
H -0.92964 -3.25661 1.85801 -1.710 -1.739 -0.860 0.306
O -0.49250 -2.64730 2.38400 4.660 0.844 -3.655 -0.572
H 0.30634 -0.90184 -3.42405 0.957 -0.948 0.237 0.307
H 1.50086 -1.97212 -3.21460 1.016 -0.373 -1.239 0.313
O 0.77091 -1.53227 -2.83118 -1.948 1.189 0.669 -0.651
```
Forces are in eV/Å.

As for the spin multiplicity: 1. The LUMO energy comes out at -4.11 eV. The charge is +1. The calculation puts the molar mass at 112.15 g mol⁻¹. As for the energy relative to the best compared isomer or geometry (same formula, charge and spin): 44.67 kcal per mole. As for the frontier orbital gap: 0.397 hartree.